[1]
Molecular formula: C20H24O10
Method: DFT, wB97M-V/def2-TZVPD

Its gap between HOMO and LUMO is 8.63 eV. Its LUMO energy is 0.1 eV. The HOMO energy comes out at -0.313 hartree. The value obtained for the energy above the lowest of the compared OMol25 structures with the same formula, charge and spin is 20.2 kJ/mol. Its net charge is 0. The SMILES is CC(C)(O[C@@H]1O[C@H](CO)[C@@H](O)[C@H](O)[C@H]1O)[C@H]1Oc2ccc3ccc(=O)oc3c2[C@H]1O.

```
54
Properties=species:S:1:pos:R:3:forces:R:3:mulliken_charge:R:1
C 1.5560 3.2292 0.0275 -0.107 -0.370 0.087 -1.863
C 0.7777 2.2230 0.8791 -0.296 0.495 0.057 1.367
C 0.8178 2.6141 2.3594 -0.137 -0.199 -0.356 -2.124
O 1.4328 0.9509 0.8437 0.145 0.019 -0.025 0.145
C 1.4680 0.1928 -0.3404 0.201 0.198 -0.576 0.084
O 0.8493 -1.0500 -0.1123 -0.133 0.204 0.005 -0.464
C 1.5920 -2.0738 0.5531 0.221 -0.393 0.531 0.041
C 1.6680 -1.8854 2.0861 -0.326 -0.149 -0.487 -0.619
O 2.6042 -0.9253 2.4841 0.242 0.422 0.092 -0.690
C 3.0040 -2.2682 -0.0400 -0.088 0.664 -0.071 -0.046
O 3.2466 -3.6003 -0.4409 -0.024 -0.348 -0.147 -0.597
C 3.1685 -1.3871 -1.2779 -0.457 -0.054 0.451 -0.444
O 4.4695 -1.4640 -1.8037 0.274 -0.001 -0.049 -0.598
C 2.9086 0.0621 -0.8670 0.053 -0.739 0.380 -0.184
O 3.0558 0.9370 -1.9524 0.064 0.197 -0.345 -0.573
C -0.7014 2.2061 0.4216 0.025 0.039 0.666 -0.293
O -0.8101 2.0464 -1.0022 0.221 0.047 -0.427 -0.504
C -1.8435 1.2244 -1.2703 -0.695 -0.448 0.272 0.611
C -2.2975 0.9151 -2.5495 0.281 0.203 -0.008 -1.260
C -3.3735 0.0641 -2.6563 -0.006 -0.026 0.304 -0.749
C -3.9986 -0.4783 -1.5261 0.233 0.122 0.391 1.065
C -5.1257 -1.3560 -1.5974 -0.239 -0.209 0.424 -0.693
C -5.6804 -1.8418 -0.4707 0.049 0.052 -0.469 -0.402
C -5.1640 -1.4986 0.8446 -0.466 -0.368 0.421 0.187
O -5.6123 -1.8894 1.8920 0.212 0.175 -0.346 -0.613
O -4.0796 -0.6573 0.8803 0.192 0.140 0.281 -0.423
C -3.5160 -0.1643 -0.2378 0.248 0.307 -1.007 -0.177
C -2.4337 0.6958 -0.1296 0.192 0.172 0.121 0.559
C -1.6530 1.1496 1.0800 -0.228 0.262 -0.127 -0.404
O -1.0276 0.1015 1.7534 0.150 -0.462 0.170 -0.511
H 1.5917 2.9057 -1.0090 0.023 0.045 -0.104 0.371
H 2.5741 3.3013 0.4007 0.106 0.022 0.047 0.415
H 1.0872 4.2074 0.0770 -0.056 0.147 -0.004 0.472
H 0.3859 3.5995 2.5036 -0.025 0.153 0.034 0.451
H 1.8497 2.6258 2.6987 0.119 0.050 0.018 0.430
H 0.2655 1.8862 2.9468 -0.043 -0.050 0.088 0.473
H 0.8775 0.6618 -1.1328 0.127 -0.041 0.219 0.641
H 0.9966 -2.9709 0.3445 0.182 0.052 0.055 0.587
H 1.9966 -2.8311 2.5277 -0.104 -0.024 -0.057 0.499
H 0.6685 -1.6496 2.4705 0.042 -0.127 0.018 0.261
H 2.2872 -0.0608 2.1736 -0.009 -0.076 0.074 0.361
H 3.7530 -1.9543 0.7034 -0.128 -0.046 -0.178 0.273
H 3.2389 -4.1706 0.3346 0.094 0.003 -0.043 0.397
H 2.4321 -1.6939 -2.0374 0.054 0.064 0.104 0.229
H 4.6946 -2.4003 -1.8660 0.042 0.034 -0.050 0.424
H 3.6152 0.3272 -0.0643 -0.121 -0.091 -0.058 0.143
H 3.8768 0.6916 -2.3997 -0.045 0.064 0.020 0.444
H -1.0962 3.2071 0.6436 0.067 -0.134 -0.025 0.856
H -1.8141 1.3360 -3.4150 0.046 0.050 -0.137 0.499
H -3.7580 -0.1979 -3.6304 -0.043 -0.025 -0.113 0.400
H -5.5165 -1.6147 -2.5714 -0.088 -0.066 -0.061 0.400
H -6.5310 -2.5038 -0.4790 -0.043 -0.037 0.019 0.422
H -2.2916 1.6278 1.8289 0.098 0.022 -0.136 0.514
H -0.4858 -0.4016 1.1209 -0.094 0.061 0.058 0.212
```
Positions in Å, forces in eV/Å.

[2]
Molecular formula: C4H5N2
Method: DFT, wB97M-V/def2-TZVPD

Its gap between HOMO and LUMO (spin up / spin down) is 7.39 / 7.38 eV. Its LUMO energy (spin up / spin down) is -6.1 / -6.1 eV. The HOMO energy (spin up / spin down) comes out at -0.497 / -0.496 hartree. The value obtained for the energy above the lowest of the compared OMol25 structures with the same formula, charge and spin is 422.2 kJ/mol. Its net charge is +1.

```
11
Properties=species:S:1:pos:R:3:forces:R:3:mulliken_charge:R:1
C 1.4483 0.6071 0.3336 -0.544 -0.673 -0.308 0.304
C 0.5772 1.4618 0.0364 0.334 1.712 0.705 0.166
C -1.1795 0.4289 -0.4761 -1.996 -0.168 -3.562 -0.269
C 2.0685 -0.5537 0.3661 -0.130 0.434 0.301 -0.552
N -0.6522 1.6973 -0.2850 -0.561 1.100 -1.120 -0.024
N -1.2723 -0.4095 0.4412 0.246 -2.429 2.565 -0.178
H 1.6521 -1.4901 0.7211 -0.554 0.251 0.110 0.255
H 3.0765 -0.6512 0.0991 1.476 0.073 -0.456 0.277
H -1.1447 2.4715 -0.9121 2.105 -1.618 1.721 0.424
H -1.3149 -1.4364 0.2442 -0.604 1.460 0.053 0.314
H -1.1477 -0.1620 1.4300 0.226 -0.143 -0.010 0.282
```
Positions in Å, forces in eV/Å.

[3]
Molecular formula: C22H29FeN5O2
Method: DFT, wB97M-V/def2-TZVPD

Its gap between HOMO and LUMO (spin up / spin down) is 8.03 / 5.89 eV. Its LUMO energy (spin up / spin down) is -2.5 / -4.5 eV. As for the expectation value of S²: 8.765. The HOMO energy (spin up / spin down) comes out at -0.388 / -0.381 hartree. The value obtained for the energy above the lowest of the compared OMol25 structures with the same formula, charge and spin is 128.2 kJ/mol. Its net charge is +1. The multiplicity is 6.

```
59
Properties=species:S:1:pos:R:3:forces:R:3:mulliken_spin:R:1
Fe 0.0048 -0.1250 -0.4053 -0.639 -0.804 -0.723 4.169
O 0.4266 -0.0785 -2.4320 -1.480 1.348 3.047 0.193
C 1.0114 -0.7765 -3.3254 1.199 -1.372 -1.306 -0.006
C 0.6993 -0.5661 -4.6985 -0.060 0.153 0.681 0.032
C 1.3335 -1.2568 -5.6965 0.116 -0.097 0.115 -0.015
C 2.3019 -2.2157 -5.3899 0.183 -0.166 0.122 0.031
C 2.6114 -2.4703 -4.0734 0.013 0.030 -0.305 -0.012
C 2.0011 -1.7747 -3.0217 -0.642 0.568 -0.216 0.016
C 2.3661 -2.1192 -1.6795 0.069 -0.049 -0.334 -0.018
N 1.8942 -1.5893 -0.6164 -1.023 0.987 0.287 0.092
C 2.2573 -2.0997 0.6793 -0.145 -0.354 0.400 0.007
C 1.0253 -2.7796 1.2982 0.503 -0.268 0.021 -0.006
N -0.1669 -1.9872 1.0925 0.219 1.418 -0.741 0.104
C -1.2429 -2.3257 1.6994 -0.235 -0.083 0.058 0.005
C -2.5659 -1.8573 1.4103 -0.122 0.523 -0.645 -0.003
C -3.6149 -2.2119 2.2733 -0.431 0.073 -0.013 -0.017
C -4.9293 -1.9649 1.9550 0.078 -0.168 0.267 0.023
C -5.2502 -1.4089 0.7107 0.272 -0.040 0.129 -0.010
C -4.2586 -1.0468 -0.1596 0.534 0.069 -0.064 0.029
C -2.8773 -1.1989 0.1667 -1.119 -0.651 1.447 0.004
O -1.9939 -0.7867 -0.6498 2.705 1.256 -1.009 0.159
H -0.0633 0.1654 -4.9187 -0.055 0.092 -0.036 0.000
H 1.0834 -1.0597 -6.7291 -0.044 0.012 -0.050 -0.001
H 2.8038 -2.7546 -6.1780 0.016 -0.060 -0.053 0.001
H 3.3474 -3.2256 -3.8347 0.090 -0.069 0.026 -0.001
H 3.1127 -2.9233 -1.6055 -0.094 0.120 0.188 0.010
H 3.0762 -2.8338 0.6285 -0.090 0.230 0.029 0.007
H 2.5711 -1.2584 1.3077 0.047 -0.085 0.016 -0.002
H 0.8792 -3.7379 0.7884 0.076 0.012 0.055 0.000
H 1.1997 -2.9852 2.3614 -0.020 0.001 -0.074 0.004
H -1.1969 -3.1003 2.4731 0.112 -0.034 -0.030 0.009
H -3.3777 -2.6850 3.2147 0.056 -0.124 0.113 0.000
H -5.7163 -2.2303 2.6447 -0.011 -0.042 0.047 0.001
H -6.2848 -1.2707 0.4378 -0.107 0.040 -0.046 0.000
H -4.4854 -0.6304 -1.1282 -0.032 0.092 -0.125 0.000
C -1.5238 2.1922 1.7680 -0.223 0.097 -0.449 0.001
C -2.0884 2.3108 0.3414 -0.193 0.013 0.439 0.000
N -1.0332 2.1530 -0.6467 0.255 -1.087 -0.531 0.080
C -0.0997 3.2697 -0.7323 0.546 0.005 -0.038 0.000
C 1.3558 2.7824 -0.7535 -0.185 0.296 -0.222 -0.005
N 1.6015 1.7693 0.2711 0.007 -1.015 -0.321 0.067
C 1.5503 2.2530 1.6521 -0.304 -0.275 0.438 -0.005
C 0.6675 1.3367 2.5184 0.270 0.298 -0.030 0.013
N -0.6048 1.0609 1.8658 -0.016 -0.830 -0.352 0.057
H -0.9924 3.1058 2.0396 -0.055 -0.013 0.044 -0.001
H -2.3665 2.0875 2.4573 0.120 0.039 0.020 0.001
H -2.8165 1.5160 0.1789 -0.004 0.047 -0.024 -0.001
H -2.6024 3.2787 0.2464 0.030 -0.153 -0.040 0.003
H -1.4239 1.9299 -1.5565 -0.070 0.114 0.043 -0.004
H -0.2638 3.8672 -1.6331 -0.059 -0.001 0.092 0.002
H -0.2621 3.9294 0.1214 -0.016 0.012 -0.048 -0.002
H 1.5547 2.3104 -1.7166 0.043 0.061 -0.020 0.000
H 2.0207 3.6511 -0.6366 -0.062 -0.146 -0.069 0.002
H 2.5013 1.3373 0.0882 -0.034 0.061 -0.011 -0.004
H 2.5466 2.2982 2.1080 -0.132 0.047 -0.151 0.002
H 1.1473 3.2676 1.6651 0.085 -0.035 -0.027 -0.003
H 1.1771 0.3798 2.6466 0.011 -0.015 0.103 -0.002
H 0.5445 1.8039 3.5083 0.029 -0.145 -0.124 0.002
H -1.0613 0.2745 2.3157 0.019 0.067 -0.001 -0.006
```
Positions in Å, forces in eV/Å.

[4]
Molecular formula: C5H5N
Method: DFT, wB97M-V/def2-TZVPD

Its gap between HOMO and LUMO is 8.07 eV. Its LUMO energy is -1.9 eV. The HOMO energy comes out at -0.367 hartree. The value obtained for the energy above the lowest of the compared OMol25 structures with the same formula, charge and spin is 568.4 kJ/mol. Its net charge is 0.

```
11
Properties=species:S:1:pos:R:3:forces:R:3:mulliken_charge:R:1
C 3.1507 -0.5485 0.1193 -0.559 0.350 -0.254 -0.466
C 2.1371 0.1732 -0.2103 0.322 0.140 0.271 0.154
C -0.4975 0.4201 0.0204 1.997 1.817 -0.893 0.680
C 1.0677 0.9366 -0.3342 -3.983 -0.224 0.178 -0.219
C -0.7407 -1.0025 0.3085 -0.357 2.025 -1.884 -1.348
N -1.4017 1.2906 -0.1949 0.735 -0.689 0.085 -0.644
H 0.8816 1.9497 -0.7850 1.023 -0.906 0.496 0.374
H -0.4254 -1.4745 -0.5742 0.052 -1.383 -1.090 0.305
H -1.7004 -1.2046 0.6544 -2.117 -0.217 -0.221 0.473
H -0.1948 -1.3131 1.0718 3.159 -1.476 3.238 0.423
H -2.2766 0.7730 -0.0758 -0.274 0.563 0.073 0.267
```
Positions in Å, forces in eV/Å.

[5]
Molecular formula: CH7OS
Method: DFT, wB97M-V/def2-TZVPD

Its gap between HOMO and LUMO is 8.69 eV. Its LUMO energy is -7.2 eV. The HOMO energy comes out at -0.584 hartree. The value obtained for the energy above the lowest of the compared OMol25 structures with the same formula, charge and spin is 276.4 kJ/mol. Its net charge is +1.

```
10
Properties=species:S:1:pos:R:3:forces:R:3:mulliken_charge:R:1
O 2.3107 0.2606 0.8373 -1.152 -0.563 1.140 -0.610
H -1.5218 -1.6039 -0.4505 2.283 0.417 1.153 0.405
H 2.5457 0.0891 1.7783 -0.492 0.163 -0.852 0.322
H 3.1029 0.5962 0.4580 1.084 0.550 -0.716 0.327
C -1.6781 0.8129 -0.1964 -0.595 1.191 0.004 -0.796
S -0.4622 -0.6062 -0.4287 -2.903 2.139 -1.658 -0.104
H -2.6576 0.4505 0.2222 1.079 0.131 -0.729 0.339
H -1.7926 1.3506 -1.1811 -0.052 -0.794 1.089 0.341
H -1.3070 1.5662 0.5634 -0.030 -1.151 -0.863 0.311
H 0.6085 0.2885 -0.0512 0.778 -2.082 1.432 0.464
```
Positions in Å, forces in eV/Å.

[6]
Molecular formula: C2H8N2S2
Method: DFT, wB97M-V/def2-TZVPD

Its gap between HOMO and LUMO (spin up / spin down) is 8.47 / 8.47 eV. Its LUMO energy (spin up / spin down) is 0.6 / 0.6 eV. The HOMO energy (spin up / spin down) comes out at -0.290 / -0.290 hartree. The value obtained for the energy above the lowest of the compared OMol25 structures with the same formula, charge and spin is 340.9 kJ/mol. Its net charge is 0.

```
14
Properties=species:S:1:pos:R:3:forces:R:3:mulliken_charge:R:1
C -2.8053 0.7758 -0.0193 2.325 3.799 -0.440 -0.770
C 0.5827 -1.2894 0.0561 1.020 1.161 -1.170 -0.175
N -0.7487 -0.9930 1.9941 1.098 2.538 0.186 -0.855
N 0.1961 -0.6460 1.1301 -0.383 -0.721 2.868 0.342
S -1.4736 1.1586 -1.2869 -1.972 -1.491 -1.586 -0.221
S 2.0269 -0.7484 -0.8092 -0.041 0.038 0.357 -0.248
H -2.9945 -0.2448 -0.0148 -0.570 -1.590 0.245 0.252
H -3.5880 1.4733 -0.3881 0.085 -0.903 1.063 0.354
H -0.0764 -1.9094 -0.5455 -0.199 -0.045 0.842 0.313
H -2.2056 1.1553 0.8589 -1.608 -0.661 -0.348 0.247
H -1.2733 -1.7294 1.6233 -0.842 -1.674 -0.953 0.214
H 0.7502 0.1224 1.6369 -0.427 -1.433 -1.882 0.296
H -2.3267 0.5898 -2.2950 1.595 0.953 0.963 0.127
H 2.9407 -1.3409 -0.0119 -0.081 0.028 -0.146 0.125
```
Positions in Å, forces in eV/Å.

| no. | calculated total energy (Eh) |
| --- | --- |
| 1 | -1528.9212 |
| 2 | -264.4546 |
| 3 | -2543.5044 |
| 4 | -248.0585 |
| 5 | -515.3252 |
| 6 | -986.7528 |